Entry 1:
52
Properties=species:S:1:pos:R:3:lowdin_charge:R:1 method="wB97M-V/def2-TZVPD" e_tot_ha=-1726.4283 homo_ev="-11.35 / -11.37" e_above_lowest_ev=1.513 orbital_gap_ev="7.012 / 6.977" total_charge=+1
Pd -1.35 -0.04 -0.97 0.95
S -0.65 0.61 2.40 0.95
O -1.47 -0.01 1.29 -0.63
N -1.35 -2.17 -0.87 0.00
N 0.94 2.26 -1.81 0.19
N 0.72 -0.07 -1.44 0.06
N -1.26 2.09 -0.94 0.00
N 0.80 -2.41 -1.86 0.18
C -2.21 -3.89 0.53 -0.05
C -0.04 2.69 -0.98 -0.31
C 1.12 -1.20 -2.12 -0.29
C 2.91 1.30 -4.05 0.01
C 3.57 -0.83 -5.00 -0.05
C -2.25 2.63 -0.21 -0.14
C -0.18 -2.83 -1.01 -0.31
C 1.76 0.05 3.60 -0.13
C 2.12 0.60 -3.16 -0.10
C 0.72 -0.55 2.67 -0.38
C -2.34 -2.70 -0.13 -0.13
C 0.01 -4.06 -0.36 0.01
C 1.20 1.04 -2.10 -0.28
C 2.78 -1.53 -4.11 0.01
C -1.65 0.22 3.87 -0.37
C 3.65 0.56 -4.97 -0.05
C -2.92 1.05 3.85 -0.13
C -2.10 3.77 0.53 -0.06
C -1.00 -4.58 0.42 -0.04
C 2.05 -0.80 -3.19 -0.10
C 0.17 3.86 -0.24 0.01
C -0.84 4.39 0.52 -0.04
H -2.92 4.18 1.09 0.11
H -3.21 2.11 -0.26 0.12
H 2.17 0.97 3.20 0.08
H -1.87 -0.84 3.78 0.10
H 1.34 0.25 4.59 0.07
H -3.03 -4.29 1.10 0.11
H -1.05 0.41 4.76 0.09
H -2.72 2.11 3.99 0.08
H -3.26 -2.13 -0.09 0.12
H -3.59 0.72 4.64 0.08
H 2.71 -2.61 -4.13 0.12
H 2.96 2.38 -4.02 0.12
H 0.30 -1.48 3.04 0.09
H 4.28 1.07 -5.68 0.11
H 2.59 -0.65 3.74 0.08
H 1.15 4.32 -0.28 0.12
H 0.95 -4.56 -0.49 0.12
H -3.44 0.91 2.90 0.07
H 4.15 -1.37 -5.74 0.11
H -0.86 -5.52 0.94 0.12
H -0.68 5.29 1.09 0.12
H 1.12 -0.72 1.66 0.08

Entry 2:
52
Properties=species:S:1:pos:R:3:lowdin_charge:R:1 method="wB97M-V/def2-TZVPD" e_tot_ha=-1653.3043 homo_ev=-9.51 orbital_gap_ev=8.556 smiles="COC[C@](C#N)(CC#N)N=C=S.c1ccncc1.c1ccncc1.c1ccncc1"
S -8.80 0.60 -2.26 0.67
O -5.75 -1.88 0.69 -0.23
N -8.94 -3.04 2.85 0.13
N 3.15 0.41 1.21 0.04
N -6.65 -2.78 -3.08 0.13
N -1.87 1.44 0.59 0.05
N 7.82 1.49 -1.87 0.05
N -9.50 -1.35 -0.17 0.07
C 7.96 1.72 -3.19 -0.15
C 4.34 0.81 0.74 -0.14
C 10.05 2.82 -2.89 -0.08
C -8.63 -2.70 1.73 -0.11
C -7.88 -3.35 -0.64 -0.08
C -4.73 -1.31 -0.19 -0.11
C 3.95 -1.85 1.08 -0.07
C 8.80 1.94 -1.07 -0.15
C -0.50 1.64 3.01 -0.08
C -1.88 1.61 2.99 -0.08
C 5.17 -1.41 0.60 -0.08
C 2.97 -0.91 1.37 -0.15
C -9.31 -0.63 -1.24 -0.59
C 0.20 1.58 1.81 -0.08
C 9.05 2.37 -3.74 -0.07
C -8.26 -2.05 0.28 -0.39
C -0.53 1.48 0.64 -0.15
C 5.37 -0.05 0.42 -0.07
C 9.92 2.61 -1.53 -0.08
C -7.05 -2.97 -1.95 -0.17
C -2.52 1.51 1.77 -0.17
C -6.99 -1.10 0.55 -0.15
H 8.65 1.75 -0.01 0.10
H 10.68 2.95 -0.83 0.10
H 6.31 0.33 0.04 0.08
H -3.82 -2.03 -0.19 0.11
H 4.45 1.89 0.62 0.11
H -7.16 -3.98 0.02 0.13
H 2.00 -1.20 1.75 0.10
H 9.12 2.52 -4.81 0.10
H -5.08 -1.18 -1.28 0.08
H 0.04 1.72 3.95 0.10
H -2.46 1.65 3.91 0.10
H -3.60 1.47 1.70 0.09
H 7.16 1.35 -3.81 0.10
H -4.38 -0.26 0.16 0.09
H -0.03 1.43 -0.32 0.10
H -7.16 -0.62 1.60 0.15
H 3.75 -2.91 1.24 0.10
H -8.79 -4.03 -0.84 0.14
H 10.92 3.34 -3.29 0.11
H -6.78 -0.32 -0.26 0.11
H 1.28 1.60 1.79 0.07
H 5.95 -2.12 0.36 0.11

Entry 3:
62
Properties=species:S:1:pos:R:3:lowdin_charge:R:1 method="wB97M-V/def2-TZVPD" e_tot_ha=-2941.7207 homo_ev="-6.15 / -6.15" e_above_lowest_ev=3.414 orbital_gap_ev="4.047 / 4.045"
Rh -0.61 0.68 0.76 0.73
S -1.60 1.19 -4.34 0.59
S 1.03 -0.37 2.01 0.73
S -0.11 -0.89 -0.82 0.72
O -2.25 6.01 3.34 0.10
O -0.64 2.08 -0.79 -0.19
O -2.13 0.84 4.55 0.11
O -1.88 0.17 2.42 -0.20
O -1.37 4.12 -1.42 0.12
N -1.75 -1.37 -3.39 -0.06
N -1.38 2.44 1.58 0.04
N -0.69 -2.07 3.22 0.16
N 1.43 -2.83 2.91 0.07
N -3.45 -0.13 -2.84 -0.13
N 1.90 0.58 -2.12 -0.09
N 0.73 -0.78 -3.36 -0.02
C -1.99 4.81 2.79 -0.27
C -2.66 -2.17 -2.72 -0.11
C -2.06 3.62 3.51 0.09
C 0.86 -0.28 -2.14 -0.61
C -1.76 2.45 2.85 -0.17
C 4.22 -2.89 0.45 -0.06
C 3.72 -3.55 3.09 -0.03
C 1.69 -0.21 -4.15 -0.07
C -1.67 4.78 1.43 0.10
C 2.72 -2.98 2.31 -0.25
C -2.24 -0.11 -3.49 -0.79
C 4.98 -3.77 2.54 -0.08
C -1.94 1.07 3.38 -0.56
C 5.23 -3.44 1.22 -0.08
C 0.52 -1.86 2.74 -0.70
C 2.39 1.37 -1.01 -0.02
C -1.11 3.29 -0.59 -0.56
C -1.36 3.56 0.87 -0.15
C -4.25 1.05 -2.58 -0.05
C -3.70 -1.40 -2.36 -0.07
C 2.96 -2.66 0.98 -0.05
C 2.41 0.64 -3.40 -0.03
B -0.35 -1.83 -3.88 -0.48
H -1.40 -1.33 3.10 0.07
H -2.35 3.58 4.55 0.14
H 1.21 -3.53 3.61 0.15
H 2.16 -2.27 0.36 0.06
H -4.01 1.80 -3.33 0.05
H 3.52 -3.81 4.12 0.11
H -2.46 -3.21 -2.53 0.11
H -5.30 0.79 -2.62 0.09
H 3.24 1.29 -3.65 0.12
H -0.31 -1.82 -5.08 0.07
H 1.75 -0.46 -5.20 0.12
H 1.56 1.87 -0.51 0.05
H -4.60 -1.64 -1.82 0.11
H -1.68 5.67 0.82 0.14
H -0.10 -2.91 -3.38 0.07
H 2.92 0.75 -0.29 0.08
H -4.01 1.46 -1.59 0.08
H 4.40 -2.64 -0.59 0.11
H -2.47 5.91 4.27 0.12
H 5.76 -4.20 3.16 0.11
H 3.06 2.13 -1.40 0.10
H -0.94 -2.96 3.60 0.13
H 6.21 -3.62 0.79 0.11

Entry 4:
55
Properties=species:S:1:pos:R:3:lowdin_spin:R:1 method="wB97M-V/def2-TZVPD" e_tot_ha=-8034.3490 homo_ev="-13.59 / -13.62" e_above_lowest_ev=1.280 multiplicity=3 orbital_gap_ev="6.326 / 6.991" total_charge=+2
Br 5.39 -0.60 1.28 0.00
Br 5.39 4.95 0.24 0.00
V 0.63 -0.37 0.44 2.02
S -1.13 -0.21 -1.14 0.00
S 0.00 -4.83 1.18 0.00
O 2.30 -0.14 0.88 -0.05
N -3.73 -0.18 -1.38 0.00
N 0.63 -2.44 0.50 0.00
N 0.98 1.96 0.38 0.00
N -3.06 0.29 0.77 0.00
C -1.22 2.99 0.08 0.00
C -0.27 -3.17 1.13 0.01
C 2.34 2.13 0.48 0.00
C -2.75 -0.03 -0.50 0.00
C -2.23 0.06 1.93 0.01
C 0.87 4.32 -0.07 0.00
C 2.36 -5.59 -0.16 0.00
C -3.50 -0.12 -2.83 0.00
C 1.46 -4.61 0.27 0.00
C 3.02 3.35 0.31 0.00
C 2.22 4.47 0.01 0.00
C 5.13 2.19 0.73 0.00
C 3.08 0.97 0.76 0.01
C 2.75 -2.84 -0.77 0.00
C -5.03 -0.75 -1.02 0.00
C 3.63 -3.81 -1.20 0.00
C 1.64 -3.26 -0.02 0.01
C 0.27 3.05 0.14 0.00
C 3.44 -5.16 -0.90 0.00
C -4.29 1.06 1.07 0.00
C 4.44 3.34 0.45 -0.01
C 4.44 0.97 0.90 -0.01
H -1.60 2.12 0.60 0.00
H -5.04 0.45 1.57 0.00
H -1.57 2.96 -0.95 0.00
H -2.28 0.92 2.60 0.00
H 0.23 5.16 -0.28 0.00
H 6.20 2.21 0.83 0.00
H -5.01 -1.14 -0.01 0.00
H 2.92 -1.80 -1.01 0.00
H -1.14 -2.73 1.60 0.00
H -3.17 -1.09 -3.21 0.00
H 2.69 5.44 -0.14 0.00
H -2.54 -0.83 2.49 0.00
H -4.45 0.15 -3.30 0.00
H -4.69 1.47 0.16 0.00
H -4.00 1.88 1.73 0.00
H -1.17 -0.05 1.68 0.01
H -1.64 3.89 0.54 0.00
H -5.83 -0.02 -1.12 0.00
H 2.21 -6.63 0.07 0.00
H 4.16 -5.89 -1.25 0.00
H 4.49 -3.51 -1.78 0.00
H -2.76 0.64 -3.07 0.00
H -5.23 -1.58 -1.71 0.00

Entry 5:
58
Properties=species:S:1:pos:R:3:lowdin_charge:R:1 method="wB97M-V/def2-TZVPD" e_tot_ha=-4776.4293 homo_ev=-6.84 e_above_lowest_ev=0.027 orbital_gap_ev=6.928
Cs 1.57 -0.86 -0.52 0.98
Br 6.23 0.20 0.72 0.77
S -0.32 2.21 0.16 0.55
S 3.38 2.56 -0.58 0.83
O -0.12 -3.02 0.68 -0.23
O 3.30 1.48 -1.62 -0.67
N 4.53 -4.15 4.64 0.07
N -2.33 0.89 3.23 0.12
N 3.42 -4.71 4.61 0.08
N -1.64 1.82 2.50 0.01
N -1.56 -0.76 0.20 0.06
N -1.76 0.13 1.24 -0.11
N 0.68 -1.18 2.54 0.07
C 1.06 -0.31 3.44 -0.14
C 2.32 -1.92 4.66 -0.01
C 0.60 -3.42 1.66 -0.44
C 3.22 4.98 -1.85 -0.22
C 4.88 -3.13 3.69 -0.28
C 1.83 -5.15 2.88 -0.04
C 1.97 -2.88 3.69 -0.11
C -2.95 -1.47 2.77 0.01
C 4.54 4.31 -2.20 -0.24
C 4.77 -3.33 2.31 -0.01
C 0.97 -4.76 1.85 -0.02
C 1.10 -2.47 2.66 -0.17
C 1.87 -0.64 4.55 -0.04
C 4.89 3.49 -0.97 -0.34
C 5.19 -2.35 1.43 -0.12
C -1.24 1.39 1.29 -0.84
C 5.71 -1.16 1.93 -0.68
C 5.46 -1.96 4.17 -0.04
C 2.33 3.92 -1.19 -0.34
C -2.37 -0.14 2.44 -0.35
C 2.40 -4.23 3.73 -0.27
C 5.86 -0.96 3.29 -0.12
H 2.73 5.41 -2.73 0.11
H 4.43 3.65 -3.06 0.11
H -1.11 -1.62 0.55 0.01
H 1.73 4.30 -0.36 0.06
H 2.12 -6.19 2.98 0.12
H -1.45 2.73 2.87 0.15
H 4.36 -4.25 1.93 0.12
H -2.45 -0.96 -0.24 0.10
H 2.11 0.12 5.28 0.11
H 5.68 2.76 -1.10 0.07
H 2.94 -2.21 5.51 0.11
H 6.29 -0.04 3.67 0.10
H 0.72 0.72 3.31 0.10
H 5.58 -1.84 5.23 0.12
H -3.77 -1.71 2.09 0.09
H 5.11 4.12 -0.10 0.10
H 0.57 -5.49 1.17 0.11
H 1.67 3.42 -1.89 0.08
H -3.32 -1.45 3.79 0.09
H 5.33 5.03 -2.44 0.11
H -2.19 -2.24 2.66 0.08
H 5.12 -2.50 0.36 0.10
H 3.40 5.80 -1.16 0.11